# 1
The following is a quantum chemistry calculation of an isolated molecule of CH2N2O2S at a distorted geometry, from the Open Molecules 2025 dataset.

Its HOMO-LUMO gap is 9.19 eV. The calculation puts the relative energy (zero: lowest compared OMol25 entry of this formula, charge and spin) at 7.163 eV. For the maximum force, the calculation gives 2.7 eV Å⁻¹. The total energy comes out at -697.287713 Ha. Its SMILES is O=S(=O)=C1NN1.

Element x y z (Å)
H 1.891 -0.359 0.472
O -2.517 -0.197 -1.233
S -1.233 -0.823 -1.178
O -0.785 -1.323 0.175
N 1.515 0.409 -0.024
C 0.245 0.528 -0.517
N 0.511 1.148 0.735
H 0.373 0.617 1.569

=====

# 2
The following is a quantum chemistry calculation of a cluster of 3 separate species, C3H7O2 in total at a distorted geometry, from the Open Molecules 2025 dataset.

Its HOMO-LUMO gap is 6.87 eV. The calculation puts the relative energy (zero: lowest compared OMol25 entry of this formula, charge and spin) at 3.699 eV. For the maximum force, the calculation gives 4.0 eV Å⁻¹. As for the total charge: -1. The total energy comes out at -268.904082 Ha.

Element x y z (Å)
O 1.541 -0.331 -1.087
H 0.636 2.266 0.791
C 1.468 0.463 -0.110
H -0.861 0.710 -1.895
H -0.811 -0.868 -0.951
O -1.416 -0.877 -2.905
H 0.627 2.375 -0.989
C 0.749 1.683 -0.146
H -1.271 -2.511 3.894
H -1.720 -2.731 4.443
H 1.891 0.212 0.874
C -0.834 -0.391 -1.919

=====

# 3
The following is a quantum chemistry calculation of an isolated molecule of C7H14N4 at a distorted geometry, from the Open Molecules 2025 dataset.

Its HOMO-LUMO gap is 9.89 eV. The calculation puts the relative energy (zero: lowest compared OMol25 entry of this formula, charge and spin) at 0.827 eV. For the maximum force, the calculation gives 3.7 eV Å⁻¹. The total energy comes out at -494.099046 Ha. Its SMILES is CCC(C)(C)/N=C(\N)NC#N.

Element x y z (Å)
H 1.041 0.541 1.646
C 0.369 1.177 1.108
H 1.516 1.528 -0.817
H 0.612 2.872 -0.247
C -1.336 -0.521 1.550
H 2.221 -2.279 0.020
N -0.226 -1.487 -3.940
C 1.216 2.047 0.160
H -1.400 1.566 -1.311
H -0.525 -1.138 1.988
H -2.013 2.245 0.340
H -0.166 1.760 1.909
N -0.293 -0.465 -0.710
C -1.726 1.294 -0.229
C 0.544 -1.421 -0.643
H -2.060 -1.242 0.997
H 2.153 2.449 0.646
H 1.149 -3.113 -1.785
H -1.841 0.062 2.383
N 1.350 -1.856 0.375
H -2.672 0.642 -0.327
C 0.271 -1.794 -2.934
H 1.602 -1.139 1.173
N 0.871 -2.125 -1.789
C -0.657 0.398 0.437

=====

# 4
The following is a quantum chemistry calculation of a cluster of 5 separate species, C2H15NO4 in total at a distorted geometry, from the Open Molecules 2025 dataset.

Its HOMO-LUMO gap is 9.51 eV. The calculation puts the relative energy (zero: lowest compared OMol25 entry of this formula, charge and spin) at 0.673 eV. For the maximum force, the calculation gives 1.5 eV Å⁻¹. The total energy comes out at -440.899231 Ha. Its SMILES is CCN.O.O.O.O.

Element x y z (Å)
C 1.417 0.626 -0.413
O -1.678 -1.687 -1.489
N 1.009 1.399 0.748
H -1.615 -2.228 0.705
H 0.550 0.291 -0.975
O -1.674 1.062 -1.473
H -2.608 -1.821 -1.697
C 2.267 1.409 -1.425
O -1.644 -2.678 1.560
H 2.018 -0.252 -0.133
H 3.263 1.662 -1.078
H 2.282 0.806 -2.337
H -2.156 1.890 -1.579
H 1.763 1.484 1.423
H -0.877 -3.241 1.651
H -0.706 -1.376 2.591
H 0.320 0.889 1.294
H 1.673 2.267 -1.753
O -0.001 -0.775 2.922
H -0.498 -0.126 3.425
H -1.566 -0.717 -1.453
H -1.539 1.115 -0.513